No. 1
Density functional theory data (ωB97M-V/def2-TZVPD) for an isolated molecule of C3H6OS in a non-equilibrium geometry.

Properties
E_LUMO, eV: -0.243
Energy above the lowest of the compared OMol25 structures with the same formula, charge and spin, eV: 1.202
Calculated total energy, eV: -16089.7889

Element x y z (Å)
C  1.176  -0.442  -0.467
C  0.074  0.256  0.375
C  -1.176  -0.544  0.313
H  2.156  0.091  -0.363
H  0.793  -0.338  -1.435
H  1.243  -1.524  -0.255
H  0.363  0.272  1.388
H  -0.922  1.964  0.082
H  -1.225  -1.472  0.728
O  -0.019  1.582  -0.091
S  -2.463  0.157  -0.275

---

No. 2
Density functional theory data (ωB97M-V/def2-TZVPD) for an isolated molecule of C3H6OS in a non-equilibrium geometry.

Properties
E_LUMO, eV: -0.204
Energy above the lowest of the compared OMol25 structures with the same formula, charge and spin, eV: 1.581
Calculated total energy, eV: -16089.4101

Element x y z (Å)
C  1.972  -0.649  -0.338
C  0.914  0.058  0.508
C  -0.391  -0.665  0.320
H  3.040  -0.482  0.017
H  1.776  -0.346  -1.368
H  1.778  -1.623  -0.418
H  0.981  0.118  1.526
H  -0.132  1.632  -0.024
H  -0.493  -1.744  0.434
O  0.773  1.361  -0.081
S  -1.756  -0.056  -0.153

---

No. 3
Density functional theory data (ωB97M-V/def2-TZVPD) for an isolated molecule of C3H6OS in a non-equilibrium geometry.

Properties
E_LUMO (alpha / beta), eV: -0.035 / -0.035
Energy above the lowest of the compared OMol25 structures with the same formula, charge and spin, eV: 2.784
Calculated total energy, eV: -16088.2070

Element x y z (Å)
C  1.067  -0.398  -0.624
C  -1.163  0.096  0.765
C  -0.729  -0.124  -0.661
O  3.323  0.310  0.259
S  1.876  0.656  0.281
H  1.319  -1.234  -1.331
H  -0.488  0.761  1.286
H  -2.072  0.630  0.843
H  -1.186  -0.765  1.384
H  -0.677  0.897  -0.999
H  -1.270  -0.828  -1.203

---

No. 4
Density functional theory data (ωB97M-V/def2-TZVPD) for an isolated molecule of C3H6OS in a non-equilibrium geometry.

Properties
E_LUMO, eV: -0.239
Energy above the lowest of the compared OMol25 structures with the same formula, charge and spin, eV: 2.145
Calculated total energy, eV: -16088.8459

Element x y z (Å)
C  -2.817  0.030  0.090
C  -0.377  0.503  -0.100
C  0.772  -0.370  -0.097
H  -3.233  0.331  1.080
H  -3.528  -0.702  -0.200
H  -2.944  0.877  -0.586
H  -0.604  0.903  -1.057
H  -0.329  1.333  0.636
H  0.406  -1.358  -0.080
O  -1.504  -0.378  -0.015
S  2.300  0.041  0.060